15
Properties=species:S:1:pos:R:3:forces:R:3 method="wB97M-V/def2-TZVPD" gap_ev=9.03
C 2.2934 1.5383 -0.0987 -0.421 0.230 0.244
C 1.4731 0.4882 0.0076 -0.308 0.639 -0.019
N 0.0708 0.5625 0.1747 1.172 -1.331 0.075
C -0.5892 -0.6447 0.0336 -1.120 0.621 0.070
N -1.8513 -0.7793 -0.1231 0.688 -0.333 0.186
N -2.5346 0.4693 -0.1346 -1.121 0.081 0.236
C 0.2985 -1.8452 0.0466 0.296 -0.034 0.191
S 1.9747 -1.1944 -0.0682 0.534 -0.016 0.060
H 1.8657 2.5562 -0.0416 0.462 -0.686 -0.052
H 3.3710 1.3979 -0.1751 -0.391 0.127 -0.080
H -0.4267 1.3924 -0.0559 -0.390 0.559 -0.176
H -3.4597 0.2288 -0.5100 0.501 0.269 -0.035
H -2.7733 0.7117 0.8388 0.397 -0.060 -0.299
H 0.2052 -2.4655 0.9506 -0.189 0.303 -0.375
H 0.0824 -2.4160 -0.8447 -0.109 -0.368 -0.027


12
Properties=species:S:1:pos:R:3:forces:R:3 method="wB97M-V/def2-TZVPD" gap_ev=3.36
O -0.2879 -1.1504 -0.6414 -0.356 -0.308 -0.367
C -1.4182 -0.4739 -0.3678 -0.066 0.997 0.174
C 0.8810 -0.7798 0.0080 0.973 0.307 -0.249
O -2.4687 -0.8670 -0.8939 -0.989 -0.169 -0.097
O -1.3556 0.5656 0.3560 -0.137 0.429 0.085
C 1.8001 -0.0105 -0.5865 -0.399 -0.913 0.092
H 0.9999 -1.2380 0.9935 -0.090 0.492 -0.322
H 1.3366 0.9863 2.0076 -0.258 0.700 0.199
H 1.6753 0.3270 -1.6174 -0.048 -0.030 0.308
H 2.7282 0.2027 -0.0543 -0.446 0.029 -0.167
Li 0.1544 1.6067 0.8121 0.389 -0.659 0.615
Ag -4.0452 0.8313 -0.0158 1.426 -0.874 -0.269


76
Properties=species:S:1:pos:R:3:forces:R:3 method="wB97M-V/def2-TZVPD" multiplicity=5 gap_ev="5.86 / 5.73"
Fe 0.0425 0.7366 0.0480 1.756 -0.518 -0.887
S -0.2666 -1.8464 -0.1794 -0.046 0.540 0.010
C -1.1273 -1.4697 1.2914 0.031 -0.577 -0.407
N -1.7842 -2.3665 1.9265 0.083 0.350 0.695
N -2.5953 -1.9840 2.9830 -0.216 -0.096 -0.278
C -2.4598 -2.5393 4.2355 0.030 -0.220 0.032
C -1.5895 -3.6055 4.4728 0.034 -0.034 0.074
C -1.4822 -4.1328 5.7529 -0.017 0.032 -0.084
C -2.2192 -3.6147 6.8086 -0.010 0.014 0.039
C -3.0789 -2.5475 6.5710 0.029 0.011 -0.070
C -3.2055 -2.0129 5.2998 0.054 0.003 -0.073
N -0.9682 -0.0462 1.5695 -0.731 -0.393 -0.177
N -1.3746 0.4015 2.6311 -0.823 0.204 1.108
C -1.2284 1.7723 2.9061 0.237 0.593 0.227
C -1.4725 2.0894 4.2419 -0.001 -0.186 0.015
C -1.3398 3.3890 4.6948 0.018 0.088 0.062
C -0.9626 4.3932 3.8146 -0.005 -0.031 0.022
C -0.7457 4.0965 2.4741 -0.036 0.074 0.053
C -0.8888 2.8018 2.0157 -0.007 -0.400 0.098
H -3.0569 -1.0960 2.9254 0.225 0.217 0.096
H -1.0076 -4.0005 3.6505 -0.005 0.009 0.053
H -0.7995 -4.9561 5.9288 -0.029 0.010 -0.026
H -2.1203 -4.0293 7.8044 -0.007 0.026 -0.053
H -3.6502 -2.1211 7.3872 -0.012 -0.019 -0.037
H -3.8749 -1.1783 5.1112 0.008 -0.052 0.058
H -1.7496 1.2792 4.9077 0.010 0.075 -0.014
H -1.5320 3.6203 5.7346 0.030 -0.016 -0.021
H -0.8462 5.4100 4.1685 -0.024 -0.024 -0.017
H -0.4778 4.8818 1.7787 -0.011 -0.044 0.006
H -0.7712 2.6366 0.9567 -0.012 -0.097 -0.333
C -2.5213 5.1054 -3.6332 0.021 -0.073 0.072
C -2.3273 3.7847 -2.9282 0.042 0.026 -0.004
C -3.4178 2.9708 -2.6404 -0.049 -0.028 -0.022
C -3.2311 1.7321 -2.0348 -0.002 0.000 0.046
C -4.4124 0.8545 -1.7020 0.086 0.051 -0.024
C -1.9372 1.3072 -1.7605 0.048 0.036 -0.155
C -0.8011 2.1103 -2.0176 -0.009 0.038 -0.083
C -1.0439 3.3718 -2.5833 0.037 0.072 0.092
N 0.4429 1.6134 -1.6035 -0.255 0.380 -0.322
C 1.6960 1.7480 -2.3958 -0.201 -0.098 0.133
C 1.5225 2.3889 -3.7776 0.017 -0.050 0.003
C 2.7379 2.5513 -1.6153 -0.061 0.094 0.030
C 2.2223 0.3201 -2.6215 -0.089 -0.002 0.052
H -3.5776 5.3660 -3.6993 0.027 0.016 0.017
H -2.1238 5.0518 -4.6494 -0.011 0.025 0.016
H -1.9958 5.9121 -3.1176 -0.024 -0.021 -0.018
H -4.4206 3.2915 -2.9109 0.080 0.005 0.038
H -5.1456 0.8598 -2.5101 0.015 -0.011 0.023
H -4.9146 1.2191 -0.8019 0.003 -0.029 -0.020
H -4.1026 -0.1760 -1.5221 -0.013 0.034 -0.004
H -1.7876 0.2771 -1.4431 0.016 -0.034 0.027
H -0.2192 4.0557 -2.7371 -0.026 -0.034 -0.043
H 1.4767 3.4763 -3.7254 -0.026 -0.030 -0.037
H 0.6282 2.0252 -4.2863 0.051 -0.016 0.003
H 2.3932 2.1294 -4.3858 -0.045 0.021 0.016
H 2.3996 3.5851 -1.4941 0.038 -0.056 0.009
H 3.6970 2.5573 -2.1440 -0.072 0.038 0.015
H 2.8866 2.1281 -0.6224 0.025 -0.028 0.018
H 1.5806 -0.2016 -3.3373 0.047 -0.011 0.065
H 2.1959 -0.2388 -1.6834 0.074 0.002 0.015
H 3.2487 0.3292 -3.0049 -0.092 0.013 -0.005
S 2.1280 0.8309 1.7087 -0.251 0.109 -0.033
C 3.2001 -0.4376 1.3059 0.132 -0.089 -0.063
N 2.7993 -1.5496 0.7127 0.372 -0.093 0.007
C 3.7043 -2.6214 0.3126 -0.030 0.125 0.029
C 5.0587 -2.0217 -0.0160 -0.051 0.074 -0.030
C 5.5468 -1.2479 1.1954 -0.140 0.061 -0.018
N 4.5051 -0.3070 1.6051 -0.034 -0.054 -0.042
H 1.8079 -1.6343 0.4959 -0.262 -0.022 -0.048
H 3.2712 -3.1232 -0.5496 -0.067 -0.003 -0.026
H 3.7989 -3.3543 1.1174 -0.024 -0.048 0.021
H 4.9444 -1.3348 -0.8589 0.051 -0.054 -0.020
H 5.7732 -2.7961 -0.2927 -0.008 0.004 0.037
H 6.4440 -0.6820 0.9547 0.042 0.057 0.030
H 5.7848 -1.9322 2.0118 0.020 -0.028 0.059
H 4.7520 0.5442 2.0766 0.040 0.093 -0.023


9
Properties=species:S:1:pos:R:3:forces:R:3 method="wB97M-V/def2-TZVPD" smiles="O=[SiH]O.N#CN=O" gap_ev="7.89 / 7.91"
O 0.2053 0.9481 0.7620 1.447 -0.756 -0.405
Si 1.3424 0.0460 0.2347 -0.964 2.731 -0.261
O 2.6264 0.3871 -0.6668 0.177 -0.364 0.155
H 1.1970 -1.3361 0.2425 0.088 -1.653 0.106
H 3.3968 0.8975 -0.9401 -0.697 0.025 0.409
N -2.0283 -1.6856 1.1031 0.074 0.322 0.417
C -2.0948 -0.6334 0.5863 1.034 -1.074 -0.338
N -2.4424 0.2675 -0.2352 -1.717 2.222 -1.614
O -2.2024 1.1088 -1.0866 0.556 -1.453 1.530